# 1
{
  "formula": "C25H29N2O4S2",
  "method": "ωB97M-V with the def2-TZVPD basis set",
  "de_lowest_kj_mol": 0.0,
  "charge": 1,
  "orbital_gap_ev": 6.20,
  "elements": ["C", "H", "H", "H", "C", "C", "C", "C", "N", "C", "C", "C", "C", "C", "C", "S", "H", "H", "O", "C", "H", "H", "H", "H", "C", "H", "H", "C", "O", "H", "H", "H", "H", "C", "C", "N", "C", "C", "C", "C", "C", "C", "S", "H", "H", "O", "C", "H", "H", "H", "H", "C", "H", "H", "C", "O", "H", "H", "H", "H", "H", "H"],
  "positions_angstrom": [[-0.648, -3.198, 0.226], [0.241, -3.354, -0.379], [-1.294, -4.065, 0.120], [-0.347, -3.117, 1.267], [-1.390, -1.936, -0.221], [-0.525, -0.726, -0.087], [-0.436, -0.009, 1.111], [-1.079, -0.192, 2.322], [-0.877, 0.633, 3.392], [-1.676, 0.367, 4.487], [-1.754, 1.069, 5.677], [-2.627, 0.633, 6.677], [-3.419, -0.504, 6.474], [-3.353, -1.199, 5.283], [-2.487, -0.759, 4.301], [-2.234, -1.437, 2.713], [-3.966, -2.070, 5.119], [-4.094, -0.847, 7.240], [-2.631, 1.383, 7.795], [-3.486, 1.030, 8.863], [-3.245, 0.038, 9.256], [-3.308, 1.776, 9.635], [-4.536, 1.064, 8.562], [-1.178, 1.958, 5.874], [0.120, 1.680, 3.401], [0.280, 1.967, 4.439], [1.061, 1.274, 3.016], [-0.277, 2.914, 2.549], [0.525, 3.045, 1.401], [1.352, 3.484, 1.626], [-1.302, 2.790, 2.189], [-0.237, 3.821, 3.159], [0.208, 0.856, 1.066], [0.243, -0.237, -1.148], [0.415, -0.725, -2.435], [1.113, -0.061, -3.400], [1.251, -0.748, -4.591], [1.935, -0.332, -5.729], [1.949, -1.166, -6.842], [1.286, -2.407, -6.808], [0.615, -2.823, -5.684], [0.606, -1.986, -4.578], [-0.152, -2.260, -3.033], [0.109, -3.773, -5.655], [1.324, -3.021, -7.692], [2.569, -0.881, -8.001], [3.251, 0.345, -8.144], [3.653, 0.339, -9.155], [4.076, 0.431, -7.430], [2.573, 1.196, -8.030], [2.446, 0.615, -5.746], [1.687, 1.250, -3.218], [1.089, 1.836, -2.520], [1.676, 1.778, -4.173], [3.134, 1.179, -2.708], [3.575, 2.502, -2.554], [4.502, 2.510, -2.295], [3.162, 0.636, -1.751], [3.754, 0.630, -3.431], [0.782, 0.673, -0.929], [-1.713, -2.053, -1.256], [-2.290, -1.813, 0.382]],
  "atomic_forces_ev_per_a": [[-0.040, 0.061, -0.023], [0.113, -0.062, -0.008], [-0.036, -0.135, 0.006], [0.074, -0.043, 0.091], [0.044, -0.107, 0.015], [-0.069, -0.007, -0.111], [0.262, 0.243, -0.002], [-0.271, -0.230, 0.130], [-0.009, -0.368, -0.416], [-0.702, -0.504, 0.662], [0.010, 0.052, 0.060], [0.038, -0.168, -0.311], [-0.033, 0.167, 0.312], [0.220, 0.141, -0.192], [0.173, 0.143, -0.128], [0.104, 0.232, 0.165], [-0.099, -0.103, 0.026], [-0.064, -0.007, 0.106], [0.205, 0.104, -0.223], [-0.175, -0.063, 0.231], [-0.006, 0.031, -0.031], [-0.049, -0.087, -0.037], [0.043, -0.009, -0.005], [0.087, 0.117, 0.021], [0.139, 0.480, -0.210], [0.021, -0.095, -0.086], [-0.095, 0.059, 0.064], [-0.116, -0.147, 0.299], [0.363, 0.125, -0.359], [-0.085, 0.012, -0.011], [0.063, 0.026, 0.127], [-0.031, -0.055, -0.030], [0.050, 0.053, 0.055], [0.057, 0.312, 0.234], [-0.110, -0.368, -0.277], [-0.272, -0.218, 0.480], [-0.222, -0.935, -0.658], [0.139, 0.182, -0.141], [-0.197, -0.169, 0.275], [0.097, 0.117, -0.091], [0.096, 0.197, -0.002], [0.090, 0.428, 0.294], [0.237, 0.259, -0.142], [-0.052, -0.136, -0.056], [0.004, -0.090, -0.116], [-0.126, -0.259, -0.016], [0.136, 0.240, -0.039], [-0.014, 0.046, 0.094], [-0.038, -0.013, -0.007], [0.010, -0.039, 0.013], [0.080, 0.114, -0.034], [0.585, 0.602, 0.250], [-0.026, -0.085, -0.110], [-0.089, -0.055, 0.074], [-0.144, -0.413, -0.017], [0.011, 0.311, 0.003], [-0.068, -0.020, -0.032], [-0.050, -0.011, -0.142], [-0.110, -0.006, 0.081], [0.068, 0.039, -0.007], [-0.176, 0.080, 0.127], [-0.045, 0.033, -0.223]],
  "lowdin_charge": [-0.087, 0.062, 0.086, 0.063, -0.249, -0.206, -0.047, -0.411, -0.054, -0.219, 0.078, -0.265, -0.007, -0.064, -0.438, 1.171, 0.118, 0.109, -0.069, -0.067, 0.100, 0.098, 0.100, 0.122, -0.089, 0.117, 0.141, -0.211, -0.071, 0.102, 0.133, 0.125, 0.087, -0.048, -0.407, -0.042, -0.219, 0.061, -0.262, 0.015, -0.063, -0.436, 1.179, 0.118, 0.127, -0.063, -0.066, 0.100, 0.099, 0.100, 0.102, -0.108, 0.133, 0.134, -0.237, -0.044, 0.099, 0.125, 0.126, 0.103, 0.057, 0.055]
}


# 2
{
  "formula": "C25H29N3O4S",
  "method": "ωB97M-V with the def2-TZVPD basis set",
  "de_lowest_kj_mol": 152.9,
  "charge": 0,
  "smiles": "CCC(=O)N1CCc2cc(S(=O)(=O)NCCC(=O)N3CC=C(c4ccccc4)CC3)ccc21",
  "orbital_gap_ev": 8.97,
  "elements": ["C", "H", "H", "C", "C", "O", "N", "C", "C", "C", "C", "C", "C", "C", "H", "H", "C", "H", "H", "H", "S", "O", "O", "N", "H", "C", "C", "C", "O", "N", "C", "C", "C", "C", "C", "C", "C", "C", "C", "H", "H", "H", "H", "H", "C", "C", "H", "H", "H", "H", "H", "H", "H", "H", "H", "H", "H", "H", "H", "H", "H", "H"],
  "positions_angstrom": [[2.183, 5.201, 1.426], [1.419, 5.772, 0.907], [2.846, 5.887, 1.947], [1.539, 4.233, 2.410], [0.628, 3.253, 1.692], [0.528, 3.217, 0.484], [-0.070, 2.410, 2.510], [-0.966, 1.431, 2.079], [-1.452, 1.215, 0.801], [-2.291, 0.127, 0.602], [-2.644, -0.683, 1.660], [-2.211, -0.435, 2.952], [-1.364, 0.629, 3.153], [-0.700, 1.094, 4.412], [-0.034, 0.317, 4.790], [-1.427, 1.327, 5.190], [0.081, 2.341, 3.961], [-0.324, 3.250, 4.418], [1.138, 2.266, 4.227], [-2.534, -1.070, 3.761], [-3.673, -2.109, 1.362], [-3.957, -2.198, -0.042], [-4.754, -2.087, 2.302], [-2.774, -3.451, 1.744], [-2.529, -3.529, 2.716], [-1.869, -4.047, 0.801], [-0.384, -3.925, 1.181], [0.154, -2.506, 1.075], [0.168, -1.776, 2.055], [0.618, -2.105, -0.126], [0.728, -2.966, -1.286], [0.982, -2.227, -2.565], [0.972, -0.902, -2.692], [1.183, -0.226, -3.977], [0.529, 0.974, -4.257], [0.712, 1.610, -5.471], [1.558, 1.067, -6.424], [2.221, -0.118, -6.153], [2.036, -0.758, -4.943], [2.573, -1.672, -4.734], [2.890, -0.542, -6.888], [1.702, 1.567, -7.370], [0.192, 2.535, -5.674], [-0.139, 1.404, -3.527], [0.716, -0.067, -1.470], [1.240, -0.801, -0.243], [2.327, -0.927, -0.328], [1.015, -0.250, 0.671], [-0.357, 0.095, -1.357], [1.202, 0.906, -1.546], [1.136, -2.873, -3.417], [1.546, -3.692, -1.141], [-0.199, -3.535, -1.410], [0.202, -4.612, 0.572], [-0.277, -4.222, 2.227], [-2.113, -5.114, 0.712], [-2.091, -3.567, -0.155], [-2.687, -0.109, -0.373], [-1.168, 1.866, -0.008], [2.314, 3.671, 2.938], [0.958, 4.782, 3.155], [2.754, 4.652, 0.682]],
  "atomic_forces_ev_per_a": [[-0.088, -0.149, 0.119], [-0.002, 0.061, -0.079], [0.050, 0.058, 0.030], [0.110, 0.168, -0.365], [0.147, 0.101, 0.400], [0.007, 0.046, -0.300], [-0.030, -0.073, -0.088], [-0.398, -0.423, -0.172], [0.050, 0.111, -0.048], [-0.056, -0.090, -0.044], [-0.475, -0.524, -0.219], [0.072, 0.328, 0.065], [-0.154, 0.015, -0.193], [0.021, -0.099, 0.006], [0.024, 0.029, 0.051], [0.060, 0.015, 0.022], [0.214, 0.289, 0.519], [0.084, -0.101, 0.008], [-0.119, 0.052, 0.019], [0.014, -0.063, 0.202], [-0.106, -0.270, 0.303], [0.316, 0.097, -0.039], [0.283, 0.089, 0.211], [-0.516, 0.731, -0.033], [-0.093, 0.067, 0.265], [0.304, -0.293, -0.443], [-0.207, 0.170, 0.047], [-0.009, -0.380, 0.330], [0.075, -0.077, 0.259], [0.000, 0.310, -0.405], [0.103, -0.375, -0.046], [-0.058, 0.108, 0.087], [-0.080, -0.279, 0.239], [0.057, 0.069, -0.324], [0.059, -0.122, 0.051], [-0.023, 0.092, -0.078], [-0.001, 0.037, -0.054], [0.018, -0.030, -0.095], [-0.041, 0.023, 0.060], [0.061, -0.076, 0.043], [0.057, -0.029, -0.048], [0.016, 0.047, -0.068], [-0.046, 0.069, -0.015], [-0.061, 0.062, 0.109], [0.155, -0.194, 0.155], [-0.062, 0.435, 0.130], [-0.042, 0.074, 0.031], [0.081, -0.083, -0.130], [0.012, 0.127, 0.030], [-0.033, 0.039, -0.006], [0.013, -0.022, -0.164], [-0.142, -0.013, -0.047], [0.120, -0.034, 0.021], [-0.027, -0.057, 0.004], [0.113, 0.030, -0.084], [0.041, 0.192, -0.094], [0.149, -0.233, -0.090], [0.004, 0.050, -0.155], [-0.009, -0.030, -0.029], [-0.078, -0.009, 0.114], [0.026, -0.094, 0.103], [0.040, 0.030, -0.077]],
  "lowdin_charge": [-0.095, 0.079, 0.072, -0.163, -0.426, 0.072, 0.027, -0.138, 0.006, -0.049, -0.281, -0.016, -0.153, -0.073, 0.124, 0.121, -0.111, 0.126, 0.121, 0.129, 0.645, -0.291, -0.286, -0.124, 0.113, -0.225, -0.078, -0.445, 0.052, -0.029, -0.134, -0.015, -0.186, -0.183, -0.030, -0.080, -0.093, -0.085, -0.036, 0.108, 0.102, 0.100, 0.103, 0.112, -0.114, -0.114, 0.143, 0.112, 0.107, 0.127, 0.113, 0.133, 0.123, 0.107, 0.123, 0.123, 0.106, 0.114, 0.103, 0.117, 0.116, 0.077]
}